1 | Computed, not measured: the ion C4H6NOS with charge +1, with the ωB97M-V functional and the def2-TZVPD basis.

Element x y z (Å)
1 C -1.9491 0.0704 -0.7133
2 C 2.1162 0.7467 0.5096
3 C 1.2556 -0.1757 0.7706
4 C 0.5741 -0.9090 -0.3378
5 N -2.9738 0.5398 -0.1476
6 O -3.8098 0.8340 0.6103
7 S -1.1744 -1.2504 0.0347
8 H 2.3337 0.9782 -0.4461
9 H 2.7523 1.2725 1.3601
10 H 0.9927 -0.5082 1.7051
11 H -1.6649 0.4481 -1.7283
12 H 0.4980 -0.2116 -1.1515
13 H 1.0494 -1.8347 -0.4658

Computed properties:
**Total charge**: +1
**Spin multiplicity**: 1
**Highest occupied orbital energy (alpha / beta)**: -14.11 / -14.10 eV

***

2 | Computed, not measured: a structure of composition C4H6NOS, with the ωB97M-V functional and the def2-TZVPD basis.

Element x y z (Å)
1 C 0.2875 1.3475 -0.9055
2 C -0.7465 1.7443 -0.2206
3 C 0.1742 -1.4338 -0.8253
4 C 0.0442 -0.0772 -0.4216
5 N -0.9631 0.4771 0.4665
6 O -0.7454 -2.1365 -0.5063
7 S 1.8314 -1.1510 1.5142
8 H 0.9287 2.0484 -1.3788
9 H -1.2312 2.6577 0.0615
10 H 1.0263 -1.6599 -1.3388
11 H -0.4755 0.4815 1.4374
12 H -1.9054 0.1571 0.5222
13 H 1.7747 -2.4552 1.5951

Computed properties:
**Total charge**: +1
**Spin multiplicity**: 1
**Highest occupied orbital energy (alpha / beta)**: -13.75 / -13.75 eV

***

The most stable arrangement is 1, and the next structure is 0.258 eV less stable.

***

1 | Computed, not measured: a cluster of 2 separate species, C3H9O2PS in total, with the ωB97M-V functional and the def2-TZVPD basis.

Element x y z (Å)
1 C 0.6545 -1.2408 -0.6416
2 C 1.5793 1.5714 -1.4609
3 C -2.0028 -0.7064 2.3998
4 O 1.4601 0.6263 1.2831
5 O -1.8832 0.3641 -1.3109
6 P 0.8997 0.4676 -0.0694
7 S -1.2609 1.0676 -0.1303
8 H 1.2336 -1.5009 -1.4939
9 H 0.6703 -2.0309 0.1376
10 H -0.4796 -1.3471 -1.0475
11 H 2.2251 0.9510 -2.1283
12 H 0.8758 1.8673 -2.2249
13 H 2.1470 2.2857 -1.0111
14 H -2.6879 -0.0672 3.0611
15 H -0.9464 -0.8020 2.8030
16 H -2.4847 -1.5058 1.8342

Computed properties:
**Total charge**: 0
**Spin multiplicity**: 1
**Highest occupied orbital energy (alpha / beta)**: -9.17 / -8.91 eV

***

2 | Computed, not measured: the molecule C3H9O2PS, with the ωB97M-V functional and the def2-TZVPD basis.

Element x y z (Å)
1 C -0.8072 -0.8392 -1.2986
2 C -1.3847 -0.8125 1.7443
3 C 1.8334 1.4401 -0.7371
4 O -1.1731 1.5331 0.1583
5 O 2.2277 -1.0454 0.2735
6 P -0.6300 0.1058 0.3296
7 S 1.6435 0.2411 0.6982
8 H -1.8689 -0.9009 -1.2735
9 H -0.5314 -0.2312 -2.1783
10 H -0.3062 -1.8126 -1.3514
11 H -0.8367 -1.6498 2.1337
12 H -1.2710 -0.0316 2.4510
13 H -2.3852 -1.0939 1.7625
14 H 1.1743 2.2366 -0.3684
15 H 1.4624 1.0797 -1.5942
16 H 2.8532 1.7807 -0.7496

Computed properties:
**Total charge**: 0
**Spin multiplicity**: 1
**Highest occupied orbital energy**: -8.88 eV

***

3 | Computed, not measured: a cluster of 2 separate species, C3H9O2PS in total, with the ωB97M-V functional and the def2-TZVPD basis.

Element x y z (Å)
1 C -1.5718 -0.3614 -1.2768
2 P 0.0820 -0.1019 -0.5262
3 C -0.4151 -0.5822 1.1707
4 S 0.0830 1.9826 -0.2420
5 O -1.5483 2.3503 0.3378
6 H -2.1308 0.1865 -0.6457
7 H -1.6875 -1.4403 -1.2831
8 H -1.6312 0.0378 -2.2215
9 H -1.4910 -0.3903 1.2988
10 H 0.2740 -0.0738 2.0157
11 H -0.0377 -1.6474 1.2480
12 H -1.3252 2.6175 1.2279
13 C 3.0997 0.9760 -0.2331
14 O 2.4407 -0.0013 -0.0535
15 H 3.7326 1.0097 -1.1794
16 H 2.8197 1.9072 0.3882

Computed properties:
**Total charge**: 0
**Spin multiplicity**: 1
**Highest occupied orbital energy**: -8.46 eV

***

The most stable arrangement is 2, and the next structure is 2.129 eV less stable.

***

1 | Computed, not measured: a cluster of 2 separate species, C6H13O2 in total, with the ωB97M-V functional and the def2-TZVPD basis.

Element x y z (Å)
1 C 1.7786 -0.1792 2.2780
2 C 2.8191 0.9278 2.3362
3 C 0.3721 0.3308 1.8841
4 O -0.4670 -0.5352 1.5493
5 O 0.1951 1.5745 1.9174
6 H 2.0617 -0.9090 1.5154
7 H 1.6295 -0.7742 3.1907
8 H 3.8272 0.5924 2.6116
9 H 2.4903 1.8072 2.8801
10 H 2.8735 1.2807 1.3024
11 C -1.7088 -0.4487 -1.3557
12 C -2.5866 0.4126 -2.2717
13 C -0.4887 -1.0551 -2.0749
14 H -1.4025 0.1310 -0.4851
15 H -2.2758 -1.2295 -0.8540
16 H -2.1161 0.5845 -3.2449
17 H -0.2594 -0.5009 -2.9799
18 H 0.3422 -1.1300 -1.3818
19 H -0.7465 -2.0587 -2.4471
20 H -3.4645 -0.1805 -2.5495
21 H -2.8735 1.3596 -1.8208

Computed properties:
**Total charge**: -1
**Spin multiplicity**: 1
**Highest occupied orbital energy**: -3.99 eV

***

2 | Computed, not measured: a cluster of 2 separate species, C6H13O2 in total, with the ωB97M-V functional and the def2-TZVPD basis.

Element x y z (Å)
1 C -0.6348 -1.9040 0.7396
2 O -0.6820 -0.9614 1.7445
3 C 0.0570 -1.2955 -0.5711
4 C 1.0457 -0.1594 -0.3113
5 C 1.1180 0.9752 -1.3478
6 C -0.0014 3.2181 -1.7435
7 C 0.2900 2.1859 -0.9592
8 H -1.6745 -2.1976 0.4864
9 H -0.1183 -2.8231 1.0967
10 H 0.6502 -2.0813 -1.0727
11 H -0.8762 -1.1235 -1.0928
12 H 0.7261 0.2706 0.6454
13 H 2.0414 -0.5817 -0.2850
14 H 2.1375 1.3513 -1.5117
15 H 0.8216 0.4422 -2.2676
16 H 0.3285 3.2240 -2.7822
17 H -0.4395 4.1560 -1.4141
18 H -0.0248 2.1809 0.0814
19 H -1.5709 -1.4202 2.6608
20 H -1.1918 -1.8447 4.1989
21 O -2.0020 -1.6117 3.7052

Computed properties:
**Total charge**: -1
**Spin multiplicity**: 1
**Highest occupied orbital energy**: -3.57 eV

***

The most stable arrangement is 1, and the next structure is 2.487 eV less stable.

***

1 | Computed, not measured: a cluster of 2 separate species, C6H12N2O in total, with the ωB97M-V functional and the def2-TZVPD basis.

Element x y z (Å)
1 C -0.4274 0.1529 -1.9974
2 C 0.6198 0.4636 -1.2805
3 C 1.7870 -0.4361 -1.0676
4 O 0.7251 1.6525 -0.5712
5 C -0.4453 2.5283 -0.4602
6 H -0.3495 -0.8018 -2.5882
7 H -1.2114 0.8764 -2.2137
8 H 2.5001 -0.0702 -0.2618
9 H 2.4817 -0.6368 -1.8600
10 H 1.3558 -1.4426 -0.8115
11 H -0.1600 3.6083 -0.2907
12 H -1.0791 2.2516 0.3640
13 H -0.9373 2.4743 -1.4468
14 N -2.7078 -1.0345 1.5064
15 C -1.4527 -0.8748 1.4381
16 C -0.1197 -0.9952 1.4778
17 N 0.6142 -2.0760 1.7584
18 H -3.1832 -0.9255 2.5120
19 H 0.4526 -0.0809 1.1659
20 H 0.1160 -2.8043 2.3723
21 H 1.4211 -1.8291 2.2548

Computed properties:
**Total charge**: 0
**Spin multiplicity**: 1
**Highest occupied orbital energy**: -7.48 eV

***

2 | Computed, not measured: a cluster of 2 separate species, C6H12N2O in total, with the ωB97M-V functional and the def2-TZVPD basis.

Element x y z (Å)
1 H -3.2827 -1.6235 -0.6912
2 N -2.7509 -1.0154 -0.0800
3 C -1.6143 -0.6483 -0.5355
4 N -1.2328 -0.8866 -1.8540
5 O -1.1125 0.5911 -0.0625
6 C -1.8620 1.2606 0.9382
7 H -0.2481 -0.7900 -2.0436
8 H -1.5863 -1.7346 -2.2692
9 H -2.2855 0.6021 1.6989
10 H -1.1559 1.9019 1.4648
11 H -2.6893 1.7847 0.4553
12 C 2.4891 1.9880 0.1756
13 C 1.8123 0.7067 0.1966
14 C 1.4832 -0.4654 0.2377
15 C 1.5145 -1.9092 0.4247
16 H 3.3352 1.9764 -0.5145
17 H 2.8745 2.2571 1.1603
18 H 1.8217 2.7967 -0.1240
19 H 2.1468 -2.1836 1.2693
20 H 0.4906 -2.2147 0.6465
21 H 1.8525 -2.3938 -0.4933

Computed properties:
**Total charge**: 0
**Spin multiplicity**: 1
**Highest occupied orbital energy**: -8.83 eV

***

3 | Computed, not measured: a structure of composition C6H12N2O, with the ωB97M-V functional and the def2-TZVPD basis.

Element x y z (Å)
1 C -2.0168 -0.0190 1.3559
2 C 1.5794 0.7511 0.6391
3 C 0.2453 0.7094 -0.0680
4 C -0.2541 1.8799 -0.5784
5 O -0.7034 -0.5243 1.2766
6 H -2.4875 -0.4076 2.2639
7 H -1.9902 1.0750 1.4300
8 H -2.6522 -0.2889 0.4983
9 H 2.3791 1.1022 -0.0208
10 H 1.5094 1.4364 1.4862
11 H 1.9075 -0.1986 1.0629
12 H 0.2532 2.8218 -0.4132
13 H -1.0764 1.9046 -1.2843
14 N 0.7751 -0.7807 -2.1385
15 C -0.0592 -0.5505 -0.9682
16 N 0.7347 -2.5612 0.3616
17 C -0.0118 -1.6920 -0.0371
18 H 0.7509 0.0640 -2.7008
19 H 1.7344 -0.9316 -1.8322
20 H 0.4856 -3.3552 0.9390
21 H -1.1028 -0.4347 -1.2721

Computed properties:
**Total charge**: 0
**Spin multiplicity**: 1
**Highest occupied orbital energy**: -7.93 eV

***

4 | Computed, not measured: the molecule C6H12N2O, with the ωB97M-V functional and the def2-TZVPD basis.

Element x y z (Å)
1 C -1.0266 -0.4579 -0.9864
2 C -0.3376 0.5467 -1.9204
3 C -0.2988 -1.8052 -0.8800
4 N -0.2954 0.4868 1.2549
5 C -1.3161 0.1394 0.3806
6 C 1.0251 0.6034 1.1598
7 C 2.1609 0.3210 0.5218
8 O 1.1670 1.3981 2.5026
9 N -2.5433 0.2789 0.7103
10 H 1.7181 0.8983 3.1267
11 H 0.0241 1.1604 2.4690
12 H -2.0185 -0.6554 -1.3954
13 H -2.6234 0.6925 1.6402
14 H -0.1260 -2.2178 -1.8762
15 H -0.1824 0.0960 -2.9029
16 H 0.6314 0.8771 -1.5495
17 H -0.9654 1.4296 -2.0507
18 H -0.9067 -2.5176 -0.3195
19 H 0.6655 -1.7289 -0.3791
20 H 2.1455 -0.2406 -0.3951
21 H 3.1026 0.6952 0.8894

Computed properties:
**Total charge**: 0
**Spin multiplicity**: 1
**Highest occupied orbital energy**: -8.15 eV

***

The most stable arrangement is 2, and the next structure is 0.156 eV less stable.

***

1 | Computed, not measured: a cluster of 2 separate species, C6H12N2O in total, with the ωB97M-V functional and the def2-TZVPD basis.

Element x y z (Å)
1 C 1.5032 -1.4297 0.3067
2 C 0.8027 -0.6674 -0.5333
3 C 1.3712 -0.2082 -1.8432
4 C -0.6930 -0.3840 -0.4068
5 O -1.3537 -0.1206 -1.4130
6 N -1.3097 -0.9824 0.6789
7 N -2.7131 -0.9632 0.8042
8 H 1.1157 -1.8029 1.2396
9 H 2.5452 -1.6422 0.1192
10 H 0.7046 -0.5078 -2.6537
11 H 2.3709 -0.6128 -2.0200
12 H 1.4348 0.8839 -1.8667
13 H -0.8389 -1.6194 1.3017
14 H -3.0256 0.0074 0.9232
15 H -3.1168 -1.2705 -0.0618
16 C -0.4479 1.9621 0.7103
17 C 0.8302 1.7073 1.0503
18 H -1.2329 1.9389 1.4546
19 H -0.6832 2.4759 -0.2111
20 H 1.6612 1.9504 0.4066
21 H 1.0749 1.2852 2.0144

Computed properties:
**Total charge**: 0
**Spin multiplicity**: 1
**Highest occupied orbital energy**: -9.57 eV

***

2 | Computed, not measured: a structure of composition C6H12N2O, with the ωB97M-V functional and the def2-TZVPD basis.

Element x y z (Å)
1 C -1.8425 -0.9537 1.3793
2 C -0.3975 0.8393 0.9924
3 C 0.6632 1.2327 0.0266
4 C 0.3472 -0.1145 -1.3727
5 C -0.8024 -0.7972 -0.7218
6 C 1.5053 0.1129 -0.3643
7 H -1.1081 -2.1942 1.1057
8 H -1.7283 -0.3736 2.6572
9 H -3.1411 -1.0050 1.0072
10 H -0.7608 1.8890 1.2733
11 H -0.0365 0.3132 2.0018
12 H 1.0684 2.2539 0.1480
13 H 0.5191 -0.6841 -2.3817
14 H -0.7297 -1.8838 -0.3393
15 H -1.5457 -1.0402 -1.4584
16 H 2.2522 0.6292 -0.9100
17 H 2.5958 -0.7899 1.2803
18 H 2.1518 -1.7374 -0.0403
19 N -1.3487 -0.0651 0.3977
20 N 1.8013 -0.9368 0.5394
21 O 0.0568 1.2149 -1.3176

Computed properties:
**Total charge**: 0
**Spin multiplicity**: 1
**Highest occupied orbital energy**: -8.25 eV

***

The most stable arrangement is 1, and the next structure is 4.002 eV less stable.

***

1 | Computed, not measured: a cluster of 2 separate species, C6H12N2O in total, with the ωB97M-V functional and the def2-TZVPD basis.

Element x y z (Å)
1 C -0.4626 -2.8920 -0.8982
2 C -0.5545 -1.5916 -1.5160
3 C -1.7623 -0.9922 -1.5781
4 N -1.6547 0.2714 -2.2830
5 C -0.3162 0.2682 -2.5628
6 N 0.4159 -0.8125 -2.1596
7 H -1.4810 -3.4888 -0.8901
8 H -0.1873 -2.8802 0.1734
9 H 0.0764 -3.5663 -1.5775
10 H -2.6990 -1.4052 -1.6459
11 H -2.1411 1.1259 -2.2642
12 H 0.1765 1.2306 -2.9714
13 C 0.5695 0.9531 2.3368
14 C 1.3457 2.2269 2.5693
15 O 2.1478 2.4143 1.2697
16 H 0.9655 0.3265 1.4786
17 H -0.3248 1.3873 2.0476
18 H 0.3227 0.3919 3.2059
19 H 0.7544 3.1363 2.7937
20 H 2.0593 2.3522 3.3633
21 H 2.7498 1.5443 1.1083

Computed properties:
**Total charge**: 0
**Spin multiplicity**: 1
**Highest occupied orbital energy**: -8.71 eV

***

2 | Computed, not measured: a cluster of 2 separate species, C6H12N2O in total, with the ωB97M-V functional and the def2-TZVPD basis.

Element x y z (Å)
1 C -3.8510 0.6585 -0.0963
2 C -2.5297 0.1621 0.4395
3 C -1.8906 -1.0121 0.2563
4 N -0.7239 -0.9671 0.9830
5 C -0.6747 0.2941 1.5190
6 N -1.7432 0.9885 1.2185
7 H -4.4158 1.0513 0.7363
8 H -4.2789 -0.2037 -0.6248
9 H -3.6465 1.2818 -0.9675
10 H -2.3326 -1.9582 -0.0203
11 H -0.1179 -1.7537 1.1368
12 H 0.1737 0.7602 1.9718
13 C 3.6962 0.5852 -0.6802
14 C 2.2328 0.0780 -0.5454
15 O 2.1226 -1.3149 -0.7806
16 H 4.2166 0.5614 0.2753
17 H 3.7418 1.5958 -1.0841
18 H 4.2619 -0.0157 -1.3991
19 H 2.0433 0.0528 0.5294
20 H 1.6481 0.7378 -1.1839
21 H 2.0678 -1.5818 -1.6837

Computed properties:
**Total charge**: 0
**Spin multiplicity**: 1
**Highest occupied orbital energy**: -8.53 eV

***

3 | Computed, not measured: the molecule C6H12N2O, with the ωB97M-V functional and the def2-TZVPD basis.

Element x y z (Å)
1 C -0.0679 -1.4839 -0.9045
2 C 0.4523 -0.1321 -0.4161
3 C 0.9928 0.6946 -1.5761
4 C 1.4630 -0.3070 0.7311
5 C 0.6270 -0.0926 1.9632
6 C -0.5338 0.4921 1.6396
7 O -1.5498 0.8525 2.4446
8 N -0.6732 0.6844 0.2672
9 N -2.0022 0.7783 -0.1874
10 H -0.4643 -2.0655 -0.0733
11 H -0.8452 -1.3623 -1.6596
12 H 0.7459 -2.0463 -1.3568
13 H 1.2948 1.6782 -1.2255
14 H 0.2355 0.8180 -2.3491
15 H 1.8539 0.1967 -2.0184
16 H 2.2617 0.4365 0.6572
17 H 1.9247 -1.2965 0.7187
18 H 0.9554 -0.3310 2.9541
19 H -2.2607 1.1594 1.8558
20 H -2.3687 -0.1183 -0.5110
21 H -2.0413 1.4447 -0.9540

Computed properties:
**Total charge**: 0
**Spin multiplicity**: 1
**Highest occupied orbital energy**: -7.33 eV

***

The most stable arrangement is 2, and the next structure is 0.147 eV less stable.